Entry 1:
Entry from OMol25: a 3-piece molecular cluster, C19H31N3O4 overall (wB97M-V/def2-TZVPD).

Atoms and positions in Å:
C (7.801, 0.066, 4.200)
C (6.999, 0.184, 2.942)
C (7.365, -0.733, 1.802)
N (6.042, 1.033, 2.844)
C (4.787, 0.597, 2.477)
C (3.981, 1.424, 1.618)
N (2.795, 1.105, 1.215)
C (2.335, -0.109, 1.666)
C (1.067, -0.555, 1.264)
C (0.561, -1.742, 1.712)
C (1.315, -2.539, 2.594)
C (2.563, -2.134, 2.978)
C (3.100, -0.916, 2.530)
N (4.353, -0.545, 2.945)
H (8.732, 0.633, 4.161)
H (8.079, -0.984, 4.296)
H (7.187, 0.335, 5.053)
H (8.206, -1.368, 2.072)
H (6.521, -1.388, 1.588)
H (7.649, -0.148, 0.930)
H (4.404, 2.364, 1.280)
H (0.495, 0.068, 0.589)
H (-0.421, -2.070, 1.399)
H (0.934, -3.471, 2.986)
H (3.149, -2.739, 3.657)
C (-3.812, -4.198, -2.791)
O (-4.610, -3.060, -2.526)
C (-4.788, -2.805, -1.142)
C (-3.872, -1.708, -0.646)
O (-2.508, -2.091, -0.711)
C (-1.840, -1.551, -1.840)
H (-3.536, -4.167, -3.844)
H (-2.901, -4.205, -2.187)
H (-4.378, -5.117, -2.603)
H (-4.635, -3.718, -0.558)
H (-5.825, -2.482, -1.005)
H (-4.101, -1.506, 0.405)
H (-4.039, -0.784, -1.207)
H (-1.633, -0.488, -1.674)
H (-2.426, -1.670, -2.754)
H (-0.896, -2.081, -1.960)
C (-4.630, 4.852, -1.497)
O (-3.551, 4.886, -2.413)
C (-2.336, 4.389, -1.875)
C (-2.062, 2.968, -2.314)
O (-3.019, 2.057, -1.795)
C (-4.012, 1.705, -2.743)
H (-5.546, 5.016, -2.062)
H (-4.697, 3.889, -0.986)
H (-4.529, 5.650, -0.754)
H (-2.345, 4.451, -0.782)
H (-1.532, 5.031, -2.246)
H (-1.084, 2.665, -1.927)
H (-2.025, 2.907, -3.406)
H (-3.598, 1.001, -3.474)
H (-4.405, 2.580, -3.266)
H (-4.829, 1.219, -2.213)

Calculated values
Energy relative to the best compared isomer or geometry (same formula, charge and spin) ... 129.6 kcal/mol
Kohn-Sham gap ... 8.22 eV
Structure (SMILES) ... CC(C)=Nc1cnc2ccccc2n1.COCCOC.COCCOC
Energy ... -1207.68621 Eh
HOMO energy ... -8.022 eV



Entry 2:
Entry from OMol25: a 2-piece molecular cluster, C2H3NO2S2 overall (wB97M-V/def2-TZVPD).

Atoms and positions in Å:
C (1.026, -0.814, -0.126)
C (0.301, 0.259, -0.020)
N (-1.915, -0.362, 0.131)
O (-2.154, -1.521, -0.076)
O (-2.662, 0.607, 0.319)
S (2.873, -0.702, -0.167)
S (0.122, 1.914, -0.068)
H (0.737, -1.758, -0.348)
H (2.906, 0.417, 0.576)
H (-1.233, 1.962, -0.220)

Calculated values
Energy relative to the best compared isomer or geometry (same formula, charge and spin) ... 137.1 kcal/mol
Kohn-Sham gap (alpha / beta) ... 7.47 / 7.47 eV
Energy ... -1079.40236 Eh
HOMO energy (alpha / beta) ... -9.057 / -9.055 eV



Entry 3:
Entry from OMol25: a 2-piece molecular cluster, C3H10OS overall (wB97M-V/def2-TZVPD).

Atoms and positions in Å:
C (2.258, 0.375, -1.198)
O (2.734, -0.027, 0.069)
H (1.433, 1.096, -1.127)
H (3.112, 0.807, -1.717)
H (1.932, -0.467, -1.815)
H (2.170, -0.674, 0.500)
C (-2.402, 0.961, -0.409)
C (-1.342, -0.146, -0.529)
S (-0.651, -0.562, 1.065)
H (-1.932, 1.935, -0.299)
H (-3.090, 0.849, 0.440)
H (-3.023, 0.932, -1.299)
H (-1.763, -1.073, -0.941)
H (-0.511, 0.175, -1.150)
H (-1.806, -1.081, 1.543)

Calculated values
Energy relative to the best compared isomer or geometry (same formula, charge and spin) ... 33.1 kcal/mol
Total charge ... +1
Kohn-Sham gap (alpha / beta) ... 9.60 / 4.58 eV
<S²> ... 0.753
Multiplicity ... 2
Energy ... -593.34996 Eh
HOMO energy (alpha / beta) ... -14.038 / -14.035 eV



Entry 4:
Entry from OMol25: a 15-piece molecular cluster, C11H52N10O15 overall (wB97M-V/def2-TZVPD).

Atoms and positions in Å:
O (0.936, -1.061, -2.386)
H (1.363, -0.448, -2.985)
H (0.787, -0.552, -1.589)
O (0.679, 2.579, 4.370)
H (0.787, 3.123, 3.590)
H (1.543, 2.191, 4.513)
O (0.604, 3.626, -3.191)
H (-0.244, 3.234, -3.397)
H (1.213, 3.216, -3.806)
O (-1.941, 1.452, 5.168)
H (-2.597, 1.987, 4.722)
H (-1.102, 1.811, 4.880)
O (2.185, -2.179, 4.098)
H (2.444, -3.094, 3.984)
H (1.429, -2.070, 3.521)
O (-1.619, 4.171, 1.149)
H (-2.117, 3.883, 1.913)
H (-0.778, 4.457, 1.504)
O (1.971, 1.147, -3.643)
H (2.477, 1.783, -3.138)
H (2.187, 1.339, -4.555)
O (-0.889, -2.670, 2.675)
H (-1.066, -2.372, 1.783)
H (-1.491, -2.164, 3.221)
C (-4.523, -2.615, 1.962)
O (-4.977, -3.286, 1.090)
N (-4.145, -3.071, 3.068)
N (-4.461, -1.330, 1.875)
H (-4.449, -3.976, 3.399)
H (-3.769, -2.429, 3.751)
H (-4.833, -0.875, 1.053)
H (-3.896, -0.764, 2.492)
C (-3.910, -0.085, -2.080)
O (-4.695, 0.783, -2.435)
N (-2.633, 0.108, -1.798)
N (-4.299, -1.283, -1.986)
H (-2.024, -0.638, -1.493)
H (-2.258, 1.026, -1.990)
H (-3.730, -1.820, -1.347)
H (-5.264, -1.567, -2.078)
C (4.088, 3.529, -2.419)
O (3.271, 2.719, -2.022)
N (3.987, 4.789, -2.322)
N (5.083, 3.185, -3.212)
H (4.695, 5.327, -2.801)
H (3.158, 5.234, -1.955)
H (5.946, 3.703, -3.297)
H (4.997, 2.179, -3.185)
C (-5.669, 2.311, 0.651)
O (-6.297, 2.970, 1.499)
N (-4.450, 1.886, 0.797)
N (-6.226, 1.848, -0.484)
H (-4.061, 2.022, 1.719)
H (-3.983, 1.468, 0.005)
H (-5.810, 1.318, -1.237)
H (-7.224, 2.002, -0.531)
C (-1.778, -3.192, -0.685)
O (-1.685, -2.259, 0.014)
N (-2.748, -3.965, -0.607)
N (-0.828, -3.592, -1.489)
H (-2.741, -4.786, -1.195)
H (-3.531, -3.946, 0.030)
H (-0.091, -2.905, -1.558)
H (-0.968, -4.395, -2.085)
C (5.036, -1.489, -0.433)
C (6.070, -2.457, -1.007)
C (7.498, -2.019, -0.798)
O (5.805, -3.711, -0.420)
H (5.198, -1.207, 0.607)
H (4.033, -1.851, -0.659)
H (5.082, -0.533, -0.956)
H (6.001, -2.551, -2.091)
H (7.657, -1.019, -1.202)
H (8.222, -2.642, -1.323)
H (7.806, -1.947, 0.245)
H (6.073, -3.610, 0.496)
C (-0.743, 0.812, 1.275)
C (0.625, 0.839, 0.535)
C (1.501, -0.397, 0.718)
O (0.177, 0.895, -0.816)
H (-1.383, 1.537, 0.771)
H (-0.563, 1.108, 2.308)
H (-1.387, -0.062, 1.178)
H (1.284, 1.670, 0.786)
H (1.658, -0.584, 1.780)
H (2.508, -0.109, 0.417)
H (1.172, -1.335, 0.269)
H (0.637, 1.645, -1.199)

Calculated values
Total charge ... +1
Kohn-Sham gap (alpha / beta) ... 8.79 / 2.89 eV
<S²> ... 0.783
Multiplicity ... 2
Energy ... -2126.24968 Eh
HOMO energy (alpha / beta) ... -11.474 / -11.474 eV



Entry 5:
Entry from OMol25: C51H51N3O2RuS4Te as an isolated structure (wB97M-V/def2-TZVPD).

Atoms and positions in Å:
Ru (-0.168, -0.415, -0.296)
C (4.999, -1.026, 0.293)
C (4.547, -0.517, 1.657)
S (2.742, -0.503, 1.888)
C (2.370, 1.259, 2.039)
C (2.511, 2.059, 0.755)
S (1.287, 1.679, -0.553)
C (2.436, 1.233, -1.883)
C (3.195, -0.076, -1.699)
S (4.880, 0.182, -1.050)
H (4.458, -1.929, 0.006)
H (6.060, -1.280, 0.341)
H (4.932, 0.486, 1.837)
H (4.942, -1.172, 2.435)
H (3.026, 1.682, 2.802)
H (1.352, 1.297, 2.418)
H (3.499, 1.901, 0.329)
H (2.392, 3.123, 0.965)
H (3.126, 2.073, -1.975)
H (1.809, 1.204, -2.770)
H (3.279, -0.588, -2.658)
H (2.672, -0.722, -0.997)
C (2.538, -5.384, -1.807)
C (2.362, -4.116, -2.342)
C (1.695, -3.142, -1.610)
C (1.212, -3.440, -0.345)
C (1.372, -4.709, 0.193)
C (2.038, -5.676, -0.541)
N (0.571, -2.377, 0.404)
N (0.285, -2.698, 1.580)
C (-0.312, -1.666, 2.308)
C (-0.599, -1.915, 3.650)
C (-1.068, -0.879, 4.430)
C (-1.236, 0.380, 3.849)
C (-0.989, 0.601, 2.502)
C (-0.534, -0.435, 1.675)
H (3.061, -6.144, -2.371)
H (2.749, -3.878, -3.324)
H (1.576, -2.147, -2.010)
H (0.986, -4.925, 1.179)
H (2.172, -6.664, -0.120)
H (-0.444, -2.909, 4.049)
H (-1.294, -1.035, 5.476)
H (-1.571, 1.205, 4.465)
H (-1.165, 1.584, 2.084)
C (-6.570, 6.097, 1.968)
C (-7.777, 5.575, 1.233)
O (-8.892, 5.651, 1.660)
S (-7.561, 4.971, -0.463)
C (-6.051, 4.050, -0.378)
C (-5.144, 4.156, -1.428)
C (-4.005, 3.369, -1.452)
C (-3.745, 2.469, -0.418)
C (-4.649, 2.381, 0.644)
C (-5.795, 3.153, 0.658)
C (-2.595, 1.615, -0.447)
C (-1.633, 0.870, -0.429)
H (-6.725, 5.980, 3.038)
H (-6.510, 7.164, 1.743)
H (-5.641, 5.629, 1.656)
H (-5.331, 4.860, -2.227)
H (-3.304, 3.454, -2.272)
H (-4.451, 1.685, 1.449)
H (-6.499, 3.054, 1.473)
C (-2.412, -6.614, 3.387)
C (-2.310, -5.775, 2.147)
C (-2.728, -4.452, 2.141)
C (-2.740, -3.681, 0.983)
C (-3.245, -2.271, 1.077)
C (-2.285, -4.282, -0.199)
Te (-2.418, -3.383, -2.071)
N (-1.175, -1.887, -1.729)
C (-0.695, -1.206, -2.762)
O (0.142, -0.315, -2.460)
C (-1.125, -1.409, -4.168)
C (-1.957, -0.459, -4.753)
C (-2.363, -0.626, -6.067)
C (-1.934, -1.728, -6.795)
C (-1.097, -2.669, -6.212)
C (-0.688, -2.510, -4.896)
C (-4.276, -2.420, -2.034)
C (-4.347, -1.068, -1.733)
C (-5.575, -0.425, -1.815)
C (-6.696, -1.139, -2.211)
C (-6.599, -2.486, -2.530)
C (-5.384, -3.158, -2.451)
C (-5.286, -4.619, -2.797)
C (-1.806, -5.598, -0.221)
C (-1.253, -6.258, -1.458)
C (-1.824, -6.320, 0.964)
H (-2.568, -6.001, 4.272)
H (-1.517, -7.218, 3.533)
H (-3.257, -7.301, 3.303)
H (-3.078, -4.000, 3.062)
H (-3.226, -1.934, 2.111)
H (-4.274, -2.204, 0.720)
H (-2.648, -1.575, 0.487)
H (-2.276, 0.401, -4.178)
H (-3.006, 0.112, -6.528)
H (-2.246, -1.850, -7.823)
H (-0.753, -3.519, -6.785)
H (-0.004, -3.222, -4.446)
H (-3.465, -0.507, -1.445)
H (-5.646, 0.626, -1.567)
H (-7.656, -0.643, -2.274)
H (-7.479, -3.029, -2.852)
H (-6.267, -5.031, -3.022)
H (-4.872, -5.202, -1.969)
H (-4.654, -4.781, -3.675)
H (-0.524, -5.623, -1.971)
H (-2.040, -6.517, -2.172)
H (-0.740, -7.178, -1.188)
H (-1.451, -7.338, 0.961)

Calculated values
Energy relative to the best compared isomer or geometry (same formula, charge and spin) ... 0.0 kcal/mol
Total charge ... +1
Kohn-Sham gap (alpha / beta) ... 6.72 / 6.39 eV
<S²> ... 0.762
Multiplicity ... 2
Energy ... -4244.11304 Eh
HOMO energy (alpha / beta) ... -9.944 / -9.902 eV



Entry 6:
Entry from OMol25: a 2-piece molecular cluster, C8H14N2O4 overall (wB97M-V/def2-TZVPD).

Atoms and positions in Å:
C (1.348, 1.657, 0.254)
C (-2.995, 0.379, -0.037)
C (-2.046, 0.240, -1.242)
C (-1.821, 0.893, 0.822)
C (-0.929, 0.757, -0.379)
C (3.099, -1.168, -0.420)
C (1.735, -1.628, -0.793)
C (0.355, 1.005, -0.644)
N (1.015, 1.855, 1.543)
N (0.812, -1.708, 0.095)
O (2.407, 2.035, -0.231)
O (-0.388, -2.291, -0.346)
O (0.820, -1.334, 1.275)
O (0.866, 0.790, -1.895)
H (-3.790, 1.107, -0.180)
H (-3.432, -0.556, 0.305)
H (-1.903, -0.772, -1.617)
H (-2.275, 0.884, -2.089)
H (-1.933, 1.915, 1.185)
H (-1.559, 0.249, 1.663)
H (-1.010, -2.237, 0.400)
H (3.581, -1.916, 0.210)
H (3.054, -0.247, 0.158)
H (3.702, -1.005, -1.306)
H (1.498, -1.998, -1.774)
H (0.314, 1.275, 1.969)
H (1.736, 2.231, 2.141)
H (1.759, 1.190, -1.875)

Calculated values
Energy relative to the best compared isomer or geometry (same formula, charge and spin) ... 108.5 kcal/mol
Kohn-Sham gap ... 9.26 eV
Structure (SMILES) ... NC(=O)C(O)=C1CCC1.C/C=[N+](\[O-])O
Energy ... -723.57891 Eh
HOMO energy ... -8.531 eV



no.,strongest force on any atom (eV/A)
1,1.78
2,3.95
3,0.71
4,8.81
5,1.49
6,0.92